{"formula": "C43H45Br2N9O3PS2V", "method": "ωB97M-V/def2-TZVPD", "species": ["V", "Br", "C", "C", "C", "Br", "C", "C", "C", "C", "N", "C", "C", "O", "H", "H", "H", "H", "S", "C", "S", "C", "C", "N", "C", "N", "N", "P", "N", "C", "C", "C", "C", "C", "N", "C", "C", "C", "C", "C", "N", "C", "C", "C", "C", "C", "H", "H", "H", "H", "H", "H", "H", "H", "H", "H", "H", "H", "H", "H", "H", "H", "H", "H", "H", "H", "H", "H", "H", "H", "H", "H", "H", "H", "H", "H", "O", "C", "N", "C", "C", "O", "N", "C", "C", "C", "C", "C", "C", "C", "C", "C", "C", "C", "C", "H", "H", "H", "H", "H", "H", "H", "H", "H", "H", "H"], "coordinates": [[-0.078, 1.868, 0.816], [-1.145, 5.449, -1.301], [-2.379, 5.042, 0.059], [-3.492, 5.882, 0.259], [-4.368, 5.620, 1.263], [-5.835, 6.789, 1.503], [-4.197, 4.502, 2.121], [-5.054, 4.174, 3.196], [-4.787, 3.077, 3.956], [-3.669, 2.281, 3.632], [-2.854, 2.542, 2.644], [-3.090, 3.652, 1.899], [-2.167, 3.959, 0.856], [-1.078, 3.179, 0.697], [-3.631, 6.739, -0.385], [-5.911, 4.799, 3.402], [-5.418, 2.809, 4.792], [-3.445, 1.395, 4.221], [0.407, 1.933, 3.106], [1.961, 2.606, 2.767], [1.999, 3.062, 1.114], [2.989, 2.664, 3.661], [2.841, 2.071, 4.961], [2.730, 1.569, 5.992], [4.249, 3.253, 3.313], [5.261, 3.726, 3.032], [-0.553, 0.277, 1.015], [-0.404, -1.316, 0.969], [-0.980, -1.939, -0.442], [-2.412, -1.673, -0.705], [-2.942, -2.696, -1.701], [-2.120, -2.678, -2.993], [-0.630, -2.833, -2.688], [-0.205, -1.771, -1.691], [-1.293, -1.871, 2.224], [-1.409, -3.324, 2.427], [-2.874, -3.725, 2.527], [-3.556, -3.022, 3.720], [-2.796, -1.757, 4.141], [-2.270, -1.009, 2.928], [1.128, -1.856, 1.074], [1.696, -3.068, 0.477], [2.233, -4.025, 1.541], [3.199, -3.324, 2.492], [2.524, -2.099, 3.102], [2.045, -1.160, 2.005], [-2.527, -0.658, -1.104], [-2.969, -1.724, 0.229], [-3.992, -2.478, -1.911], [-2.890, -3.692, -1.249], [-2.282, -1.723, -3.506], [-2.457, -3.467, -3.667], [-0.026, -2.747, -3.594], [-0.445, -3.820, -2.250], [-0.418, -0.784, -2.120], [0.860, -1.813, -1.495], [-0.878, -3.618, 3.338], [-0.930, -3.834, 1.593], [-2.944, -4.808, 2.627], [-3.370, -3.457, 1.590], [-3.625, -3.703, 4.569], [-4.579, -2.756, 3.447], [-1.955, -2.012, 4.791], [-3.450, -1.097, 4.713], [-1.776, -0.085, 3.217], [-3.108, -0.734, 2.275], [2.512, -2.772, -0.193], [0.938, -3.577, -0.114], [2.718, -4.862, 1.034], [1.392, -4.428, 2.115], [4.091, -3.009, 1.940], [3.527, -4.013, 3.272], [3.199, -1.556, 3.767], [1.659, -2.413, 3.698], [2.890, -0.780, 1.424], [1.537, -0.304, 2.445], [-1.491, 1.972, -1.832], [-0.316, 1.703, -1.985], [0.283, 1.347, -3.157], [1.694, 1.046, -3.012], [1.810, 1.091, -1.467], [2.742, 0.676, -0.827], [0.639, 1.632, -0.961], [2.026, -0.317, -3.636], [1.465, -0.636, -4.871], [1.757, -1.839, -5.497], [2.624, -2.743, -4.897], [3.195, -2.428, -3.674], [2.903, -1.221, -3.046], [2.612, 2.121, -3.617], [3.921, 2.258, -3.163], [4.778, 3.169, -3.765], [4.340, 3.946, -4.828], [3.034, 3.817, -5.278], [2.174, 2.908, -4.675], [-0.214, 1.403, -4.026], [0.796, 0.060, -5.364], [1.310, -2.067, -6.456], [2.857, -3.679, -5.389], [3.878, -3.122, -3.201], [3.355, -0.981, -2.094], [4.267, 1.658, -2.330], [5.792, 3.270, -3.398], [5.012, 4.652, -5.300], [2.677, 4.428, -6.099], [1.155, 2.833, -5.035]], "forces_ev_per_angstrom": [[2.18, -1.05, 1.49], [-0.05, 0.04, 0.02], [0.22, 0.17, -0.22], [0.05, 0.06, -0.12], [-0.09, -0.02, 0.08], [-0.02, 0.00, 0.01], [0.03, -0.04, 0.00], [-0.05, 0.09, -0.08], [0.00, -0.11, 0.08], [0.05, 0.01, -0.09], [0.01, 0.06, -0.01], [0.00, -0.13, 0.08], [0.14, -0.56, 0.15], [-2.48, 2.21, -0.20], [0.02, -0.04, 0.01], [0.01, 0.01, 0.00], [0.02, 0.00, -0.02], [-0.02, 0.03, -0.01], [0.12, -0.02, 0.17], [0.03, 0.06, 0.15], [-0.01, -0.34, -0.21], [0.14, -0.02, 0.19], [0.09, 0.16, -0.11], [-0.03, 0.04, -0.12], [-0.09, -0.12, 0.02], [-0.12, -0.04, 0.02], [-0.51, -0.17, -0.12], [0.17, -0.42, 0.10], [-0.15, 0.18, -0.27], [0.06, -0.19, -0.03], [0.08, 0.02, -0.07], [-0.01, -0.04, 0.05], [-0.09, -0.04, 0.03], [-0.11, 0.05, 0.08], [-0.37, 0.16, -0.02], [-0.04, 0.11, 0.10], [0.00, 0.07, 0.08], [0.04, 0.00, -0.02], [-0.01, -0.06, -0.04], [0.04, -0.16, 0.01], [0.30, 0.15, 0.08], [-0.02, -0.03, 0.18], [0.01, 0.09, -0.02], [-0.06, 0.01, 0.01], [-0.04, -0.04, -0.07], [-0.01, -0.15, -0.06], [0.03, 0.04, 0.00], [0.01, -0.02, 0.04], [0.01, -0.03, 0.00], [-0.02, 0.02, 0.01], [0.01, -0.02, 0.00], [-0.02, 0.01, -0.02], [-0.05, 0.00, 0.05], [0.04, -0.01, -0.05], [0.00, -0.06, 0.06], [0.02, -0.03, 0.12], [0.05, 0.00, 0.00], [0.02, -0.02, -0.04], [-0.02, -0.02, -0.03], [0.01, -0.02, 0.02], [-0.01, 0.00, 0.00], [-0.01, -0.02, 0.01], [-0.02, 0.03, 0.00], [0.02, -0.01, 0.02], [0.03, 0.04, 0.00], [0.03, -0.01, -0.04], [-0.01, 0.01, -0.02], [-0.06, 0.05, -0.09], [-0.01, -0.02, 0.03], [0.02, -0.02, -0.02], [0.00, -0.01, 0.02], [0.02, 0.00, -0.02], [0.00, -0.02, -0.01], [0.04, 0.03, 0.02], [0.00, 0.04, -0.03], [-0.04, 0.01, -0.05], [0.02, -0.03, -0.03], [0.10, -0.10, 0.01], [0.17, 0.17, -0.01], [-0.04, 0.05, -0.07], [-0.69, 0.01, 0.01], [0.17, -0.01, 0.19], [0.73, -0.10, -1.39], [0.07, 0.07, 0.04], [0.02, 0.00, 0.01], [0.03, 0.05, 0.02], [-0.03, 0.02, -0.06], [-0.02, 0.02, 0.03], [0.05, -0.03, -0.07], [0.02, -0.12, -0.01], [0.00, -0.02, -0.02], [-0.03, 0.00, -0.01], [-0.03, -0.02, 0.03], [0.01, 0.00, 0.02], [-0.03, 0.05, 0.00], [-0.06, 0.04, 0.03], [0.03, -0.03, -0.01], [0.00, 0.01, 0.01], [0.00, 0.02, 0.04], [0.00, 0.01, 0.00], [0.02, 0.00, -0.03], [0.00, 0.01, -0.05], [-0.03, 0.00, -0.01], [-0.02, 0.00, 0.01], [0.01, -0.02, 0.02], [0.05, 0.00, 0.02]], "lowdin_charge": [0.570, 0.853, -0.576, -0.156, -0.611, 0.797, -0.177, -0.031, -0.037, -0.115, 0.132, -0.131, -0.277, -0.266, 0.100, 0.080, 0.108, 0.101, 0.719, -1.053, 0.765, -0.354, -0.244, 0.152, -0.230, 0.156, -0.228, 0.645, -0.168, -0.189, -0.175, -0.188, -0.161, -0.191, -0.182, -0.196, -0.166, -0.180, -0.179, -0.207, -0.175, -0.191, -0.178, -0.196, -0.170, -0.182, 0.122, 0.092, 0.115, 0.113, 0.117, 0.110, 0.097, 0.118, 0.110, 0.085, 0.119, 0.103, 0.113, 0.099, 0.107, 0.108, 0.119, 0.106, 0.070, 0.116, 0.121, 0.102, 0.114, 0.102, 0.117, 0.110, 0.118, 0.114, 0.125, 0.050, 0.048, -0.568, 0.148, -0.248, -0.428, 0.051, -0.007, -0.136, -0.033, -0.085, -0.091, -0.067, -0.031, -0.126, -0.009, -0.064, -0.086, -0.078, -0.031, 0.141, 0.111, 0.106, 0.103, 0.105, 0.105, 0.116, 0.107, 0.102, 0.103, 0.106], "e_above_lowest_kj_mol": 0.0, "homo_lumo_gap_ev": [7.138, 7.137], "e_homo_ev": [-8.01, -8.01], "lumo_energy_ev": [-0.9, -0.9]}